Below is 4 unconnected molecules or ions with the total composition C10H32NO15P4, with properties calculated with ωB97M-V with the def2-TZVPD basis set.

Computed properties:
HOMO-LUMO gap = 0.100 Ha
multiplicity = 1
charge = -1

Geometry (Å):
N -0.8131 -1.8620 -2.2419
C -1.0284 -0.4549 -2.5396
P -2.7529 -0.0558 -2.6919
O -3.0578 1.1867 -3.4297
O -3.5097 -1.2810 -3.4037
O -3.2853 0.1027 -1.1616
H -1.6942 -2.2590 -1.9198
H -0.4921 -0.1412 -3.4394
H -0.6669 0.1549 -1.6809
H -4.0837 -1.7989 -2.8338
H -3.8224 -0.6303 -0.8455
C 5.4985 0.6849 -1.7941
O 4.2522 0.5141 -2.4861
P 4.0600 -0.5462 -3.7640
O 3.3620 0.4019 -4.6577
O 3.0621 -1.5362 -2.9707
C 3.5023 -2.1398 -1.7530
O 4.4591 -1.6034 -4.9610
C 4.6355 -3.0042 -4.7207
H 5.7238 1.7498 -1.7456
H 5.4110 0.2980 -0.7763
H 6.3296 0.1785 -2.2884
H 3.1214 -1.5685 -0.9065
H 4.5958 -2.1957 -1.6861
H 3.1015 -3.1492 -1.6999
H 3.6624 -3.4811 -4.6100
H 5.2452 -3.2035 -3.8392
H 5.1385 -3.4234 -5.5907
C -2.9647 -1.9707 3.6103
O -2.3231 -2.9621 2.7885
P -0.9927 -2.5997 1.8850
O -1.1926 -3.1202 0.5480
O -0.0247 -3.5805 2.7969
C -0.0990 -3.5423 4.2135
O 0.0898 -1.4103 1.7642
C 0.9798 -1.0211 2.8113
H -4.0315 -1.9709 3.3906
H -2.8253 -2.2208 4.6636
H -2.5766 -0.9651 3.4372
H -0.7255 -4.3599 4.5758
H -0.5015 -2.6003 4.5920
H 0.9089 -3.6651 4.6106
H 1.7930 -1.7412 2.8925
H 0.4803 -0.9188 3.7722
H 1.3932 -0.0529 2.5378
C -2.3563 1.8359 0.9486
O -2.1741 2.5349 2.2211
P -1.2652 3.8307 2.3316
O -0.3769 3.7462 3.4837
O -2.4780 4.8939 2.6121
C -3.7046 4.8010 1.8931
O -0.5142 4.6258 1.1805
C -1.1754 5.3911 0.1642
H -2.1477 0.7815 1.0960
H -3.3854 1.9529 0.6224
H -1.6943 2.2142 0.1703
H -4.4480 4.2832 2.5005
H -3.6024 4.2750 0.9444
H -4.0531 5.8128 1.6890
H -1.5208 6.3337 0.5849
H -2.0066 4.8555 -0.2862
H -0.4391 5.5960 -0.6081

Force components x, y, z for each atom (eV/Å):
N 0.14 0.09 -0.42
C 0.19 -1.54 0.76
P 1.22 1.56 -1.28
O -0.30 0.30 0.11
O -0.64 -0.15 0.57
O -0.74 -0.65 0.20
H 0.08 -0.15 0.22
H -0.06 0.28 -0.08
H -0.09 0.70 -0.26
H 0.17 -0.24 -0.09
H 0.19 -0.06 0.12
C -0.18 0.06 0.19
O 2.97 -1.48 0.00
P -6.76 1.78 -1.85
O 0.58 0.34 -0.08
O 1.17 -0.41 0.04
C -0.23 0.11 0.21
O 2.49 -0.35 1.56
C 0.01 -0.13 -0.09
H -0.02 0.00 -0.03
H 0.01 -0.02 -0.02
H 0.02 0.04 -0.01
H -0.01 0.00 -0.01
H -0.02 0.00 0.02
H -0.11 0.03 -0.09
H -0.03 0.07 0.10
H -0.02 -0.04 -0.01
H 0.04 0.09 -0.01
C -0.15 -0.08 -0.01
O 0.26 2.69 0.08
P 2.47 -4.06 -0.40
O -0.73 0.20 -0.02
O -0.01 0.30 -0.01
C -0.06 -0.27 -0.17
O -1.91 1.00 0.85
C 0.13 0.22 0.00
H 0.01 -0.01 -0.05
H 0.03 -0.03 -0.02
H 0.00 0.01 -0.03
H -0.04 0.03 0.04
H 0.00 -0.06 0.08
H 0.02 0.00 -0.01
H -0.09 -0.11 0.00
H 0.00 0.05 0.01
H -0.09 0.01 -0.08
C -0.10 -0.09 0.08
O 0.87 -0.39 -2.04
P -1.35 2.37 2.79
O 0.41 -0.37 -0.04
O 0.27 -0.05 -0.22
C -0.01 -0.02 0.26
O -0.17 -1.42 -0.94
C 0.13 0.04 -0.14
H 0.09 0.01 0.03
H -0.03 0.03 0.05
H 0.05 -0.03 0.03
H -0.01 -0.04 -0.03
H -0.07 -0.02 0.02
H 0.02 0.02 0.01
H -0.07 -0.04 0.10
H 0.02 -0.05 -0.05
H 0.05 -0.08 0.03


Below is 6 unconnected molecules or ions with the total composition C10H34NO9, with properties calculated with ωB97M-V with the def2-TZVPD basis set.

Computed properties:
relative energy (zero: lowest compared OMol25 entry of this formula, charge and spin) = 2.276 eV
HOMO-LUMO gap = 0.348 Ha
multiplicity = 1
charge = +1

Geometry (Å):
N 0.4576 0.1252 -0.0723
H 0.9634 0.2310 -0.9401
H -0.5153 0.2706 -0.3016
H 0.7497 0.8410 0.5776
H 0.5837 -0.8366 0.2090
C 2.9750 -5.5105 1.0444
C 2.5357 -4.2970 0.2609
O 1.2457 -3.8607 0.6859
H 3.1922 -5.2119 2.0699
H 3.8728 -5.9040 0.5676
H 2.2815 -6.3506 1.0825
H 2.5492 -4.4373 -0.8200
H 3.1926 -3.4529 0.4705
H 0.5635 -4.4774 0.4102
C 3.2113 3.4463 2.1782
C 2.7887 4.5046 1.1053
O 1.3985 4.2170 0.7667
O 3.2419 2.1107 1.6806
H 2.5618 3.4137 3.0529
H 4.2198 3.6703 2.5260
H 3.4163 4.4894 0.2142
H 2.9043 5.4962 1.5427
H 1.3039 4.0885 -0.1800
H 4.0176 1.8577 1.1748
C -3.9567 0.9233 -1.2523
C -3.3128 0.9983 -2.6774
O -2.3783 -0.0497 -2.7518
O -3.1992 1.5124 -0.2465
H -4.2519 -0.1089 -1.0637
H -4.9181 1.4323 -1.3212
H -2.8800 1.9941 -2.7733
H -4.0611 0.8526 -3.4565
H -2.1924 -0.2580 -3.6703
H -3.5680 1.3639 0.6273
C 2.4911 2.3887 -3.8249
C 2.6120 0.9132 -4.2883
O 2.6773 -0.0468 -3.2648
O 1.2591 2.7954 -3.2120
H 2.5546 3.1136 -4.6365
H 3.2065 2.6859 -3.0581
H 3.5278 0.8514 -4.8762
H 1.7436 0.5273 -4.8222
H 2.8369 -0.9058 -3.6628
H 0.5622 2.7810 -3.8721
C -3.7557 -2.2644 3.3504
C -4.8124 -2.1151 4.3677
O -5.8234 -1.2260 3.9288
O -2.9146 -1.0541 3.3114
H -4.0511 -2.4181 2.3125
H -3.1857 -3.1257 3.6988
H -4.4141 -1.7723 5.3226
H -5.3923 -3.0281 4.5023
H -5.4910 -0.3346 3.8000
H -2.6239 -0.8493 4.2031

Force components x, y, z for each atom (eV/Å):
N -0.29 -0.02 -0.87
H 0.52 0.30 -0.62
H -0.86 0.13 -0.06
H 0.45 0.13 0.66
H 0.17 -0.40 0.76
C 0.65 -0.10 -0.13
C -0.55 -0.07 0.22
O -0.33 0.81 -0.04
H 0.08 -0.14 -0.02
H 0.25 -0.02 0.24
H -0.35 0.26 -0.22
H -0.02 -0.26 -0.11
H 0.11 -0.07 0.04
H 0.13 -0.23 -0.04
C 1.07 0.29 -1.13
C -0.95 -1.37 0.86
O 0.81 0.32 0.25
O -1.08 -0.71 -0.19
H -0.22 0.28 -0.30
H 0.05 0.39 0.16
H 0.11 -0.32 0.04
H -0.36 0.10 0.05
H 0.16 0.18 -0.08
H 0.24 0.63 0.13
C -1.62 -0.11 -1.75
C -0.68 0.02 1.79
O 0.99 -0.32 0.01
O 1.56 0.16 0.15
H 0.48 -0.31 0.17
H -0.17 0.34 -0.13
H 0.30 0.06 -0.20
H -0.32 0.17 0.24
H 0.02 0.03 -0.05
H -0.25 -0.14 -0.09
C -0.93 0.27 0.32
C -0.27 0.46 -0.31
O 0.36 -0.05 2.01
O -0.41 -0.88 0.62
H 0.87 -0.61 -0.58
H 0.46 -0.50 -0.25
H -0.07 0.12 -0.38
H -0.10 1.10 -1.02
H 0.05 0.02 -0.03
H -0.08 0.02 -0.08
C 1.94 0.52 0.37
C -1.92 0.63 -0.56
O -0.63 0.41 -0.01
O -0.58 -0.76 -0.45
H -0.42 0.00 0.30
H 0.57 -0.12 -0.35
H 0.28 -0.22 0.18
H 0.48 -0.30 0.21
H 0.29 -0.01 0.07
H 0.02 -0.12 0.18


Below is a molecular structure, C10H35AlClNO7P, with properties calculated with ωB97M-V with the def2-TZVPD basis set.

Computed properties:
HOMO-LUMO gap = 0.274 Ha
multiplicity = 1
charge = -1

Geometry (Å):
N 0.3648 -1.1343 -0.9139
P -0.1220 -2.5413 -0.4646
O 0.5706 -2.9040 0.9741
O 0.5079 -3.6635 -1.5069
Al -2.4670 -2.8899 -0.2817
Cl -3.3910 -1.4833 -1.7574
H 0.9670 -0.7345 -0.2134
H 0.1130 -3.6410 1.3963
H 0.1007 -4.5247 -1.3392
H -2.8901 -4.4083 -0.5619
H -2.8694 -2.4164 1.1893
C -3.8735 2.8919 0.1398
C -2.7385 2.3280 0.9758
O -2.8149 0.9151 1.0897
H -4.8349 2.6224 0.5812
H -3.8147 3.9803 0.0605
H -3.8204 2.4580 -0.8568
H -2.7839 2.7191 1.9925
H -1.7700 2.6146 0.5493
H -2.7309 0.5401 0.2026
C 3.7480 -3.9431 0.7535
C 3.4673 -5.4307 0.8502
O 2.0651 -5.6794 0.8002
H 3.2366 -3.4180 1.5581
H 4.8134 -3.7205 0.8070
H 3.3623 -3.5449 -0.1863
H 3.8173 -5.8379 1.7981
H 3.9749 -5.9734 0.0425
H 1.7598 -5.2922 -0.0266
C 0.0571 4.0380 4.9111
C -0.1669 3.5978 3.4746
O -0.3764 4.7117 2.6060
H -0.7945 4.6185 5.2647
H 0.1914 3.1783 5.5684
H 0.9463 4.6691 4.9895
H -1.0591 2.9846 3.3976
H 0.6775 3.0002 3.1168
H 0.4108 5.2608 2.6369
C 4.8111 0.8834 -1.0212
C 4.2918 -0.2974 -0.2216
O 5.3475 -1.0929 0.3261
H 5.4552 0.5388 -1.8299
H 3.9877 1.4547 -1.4495
H 5.3989 1.5534 -0.3876
H 3.7156 -0.9651 -0.8566
H 3.6300 0.0452 0.5797
H 5.8654 -0.5405 0.9168
C -4.4473 1.7809 -5.0553
C -3.1508 1.6043 -4.2814
O -3.3477 1.6369 -2.8785
H -4.9259 2.7223 -4.7836
H -4.2681 1.7766 -6.1324
H -5.1433 0.9728 -4.8225
H -2.4612 2.4172 -4.5054
H -2.6656 0.6635 -4.5635
H -3.9274 0.8990 -2.6515

Force components x, y, z for each atom (eV/Å):
N -0.01 -0.04 -0.13
P -0.13 0.40 -0.31
O -0.02 -0.24 0.11
O 0.31 -0.42 0.21
Al -0.65 0.26 0.09
Cl 0.08 -0.25 0.13
H 0.27 0.34 0.12
H 0.12 -0.02 0.15
H -0.24 0.07 -0.21
H 0.12 -0.09 -0.18
H 0.08 -0.01 0.01
C 0.00 -0.13 0.07
C 0.03 -0.13 -0.11
O -0.07 0.18 0.03
H 0.00 0.02 0.04
H 0.05 -0.02 -0.02
H -0.05 0.18 -0.07
H 0.02 -0.01 0.05
H -0.03 0.10 0.03
H 0.04 -0.14 0.06
C 0.08 -0.08 0.08
C -0.09 0.27 -0.12
O 0.08 -0.34 -0.04
H 0.00 0.05 0.01
H 0.03 -0.02 -0.02
H 0.01 0.01 -0.03
H -0.01 -0.04 0.04
H 0.02 -0.02 0.05
H -0.10 0.19 0.01
C -0.01 0.04 -0.07
C 0.15 0.19 0.00
O -0.10 -0.11 0.10
H -0.04 -0.01 0.01
H 0.01 -0.03 0.00
H 0.03 -0.03 0.01
H -0.06 -0.05 -0.05
H -0.02 -0.05 0.02
H 0.06 0.04 -0.03
C 0.09 -0.07 0.06
C 0.06 0.01 0.08
O -0.01 0.05 -0.13
H 0.00 -0.02 -0.04
H -0.04 -0.01 0.01
H -0.02 0.03 0.01
H -0.06 -0.05 -0.01
H -0.04 -0.01 -0.01
H 0.01 0.07 0.04
C 0.00 0.03 0.08
C 0.02 -0.16 0.05
O -0.26 0.19 -0.25
H 0.00 0.04 -0.01
H 0.02 -0.01 0.00
H 0.00 -0.04 -0.02
H 0.05 0.02 -0.01
H 0.03 0.03 -0.04
H 0.23 -0.15 0.16


Calculated highest occupied orbital energy in order - -0.04972, -0.44817, -0.18024 Eh
Calculated energy in order - -2949.09948, -1132.97926, -2027.54581 a.u.
Calculated LUMO energy in order - 0.0501, -0.1006, 0.0938 Eh